1.
Here is 4 unconnected molecules or ions with the total composition C37H64BClF4N4O11PS3 from the OMol25 dataset. Energies are from ωB97M-V/def2-TZVPD.

Results
Charge ... +1
LUMO level ... -3.8 eV
Kohn-Sham gap ... 7.4 eV
2S+1 ... 1

```
126
Properties=species:S:1:pos:R:3:lowdin_charge:R:1
C 2.98466 -1.60175 1.80751 0.113
C 1.95954 -0.81981 1.61460 -0.057
C 0.67401 0.13992 1.50668 -0.218
C 1.20714 1.60828 1.99758 -0.062
C 2.15296 2.36519 0.93702 -0.232
N 3.56306 1.91197 0.86521 0.181
C 4.14439 1.66767 1.99387 -0.124
O 4.67518 1.55844 3.13263 0.154
C 2.24715 3.88452 1.57369 -0.275
F 1.17783 4.74794 1.19483 0.088
F 2.19038 3.85093 3.03215 0.060
F 3.46663 4.56786 1.29004 0.090
N 1.61519 2.37162 -0.48343 0.160
B 2.47153 3.15435 -1.47282 -0.503
O 1.98875 4.48201 -1.88544 0.123
N 3.79890 2.78803 -2.04657 -0.129
C 4.87313 3.79427 -1.75913 -0.091
C 3.58295 2.84590 -3.55789 -0.061
C 1.09789 1.02977 -0.99436 -0.163
C 2.23805 0.08084 -1.59242 -0.119
C 2.18190 -1.49213 -1.59930 -0.601
C 3.72112 -2.05744 -1.40116 -0.151
Cl 1.71373 -2.30195 -3.22084 0.608
C 0.11857 1.32394 -2.28747 -0.252
O -0.50898 2.40481 -2.51570 0.069
N -0.19765 0.24568 -3.30674 0.137
C 0.29384 0.59482 -4.64856 -0.336
O 0.47339 -0.36913 -5.46725 0.066
F 0.54089 1.90601 -5.16602 0.047
C 0.03806 0.32989 0.05598 -0.409
O -0.61547 -0.84113 -0.53205 -0.201
C -0.98516 -1.85284 0.42250 -0.163
C -1.93315 -2.92837 -0.37991 -0.256
C -3.23962 -3.25560 0.51571 -0.080
C -1.09187 -4.25830 -0.81752 -0.345
C -1.69070 -5.62118 -0.17974 -0.100
C -1.11186 -4.45925 -2.43453 -0.108
P -1.53269 1.46486 0.33048 1.029
C -2.36539 1.08939 1.99520 -0.285
C -2.89885 1.07709 -0.92562 -0.387
C -4.39768 1.11072 -0.24638 -0.152
H 3.68286 -2.52418 1.88088 0.096
H -0.02275 -0.20300 2.35166 0.135
H 1.68017 1.40016 3.02871 0.154
H 0.33475 2.34726 2.23455 0.128
H 0.72364 2.93886 -0.40223 0.159
H 1.07727 4.41510 -2.26271 0.123
H 5.87034 3.32297 -2.14340 0.115
H 5.04686 4.01596 -0.64582 0.089
H 4.74997 4.76508 -2.39612 0.113
H 3.48071 3.92661 -3.94931 0.115
H 4.37442 2.25563 -4.14431 0.124
H 2.54418 2.34968 -3.72973 0.075
H 2.36790 0.40783 -2.71097 0.126
H 3.28625 0.34794 -1.14831 0.124
H 1.58408 -2.04321 -0.79950 0.078
H 4.27995 -1.92329 -2.39681 0.080
H 4.30347 -1.47151 -0.60413 0.064
H 3.67039 -3.17419 -1.14279 0.090
H -1.22148 0.05700 -3.32079 0.158
H -1.61116 -1.50635 1.32155 0.110
H -0.10148 -2.48528 0.84220 0.135
H -2.32979 -2.42716 -1.35620 0.133
H -3.72179 -2.23244 0.79662 0.076
H -3.99508 -3.92186 -0.03995 0.095
H -2.87168 -3.75221 1.48452 0.086
H 0.01336 -4.19043 -0.48514 0.123
H -1.02696 -6.49130 -0.52919 0.092
H -2.74164 -5.79890 -0.63933 0.089
H -1.77901 -5.57104 0.96759 0.079
H -2.13859 -4.91224 -2.70644 0.089
H -0.98269 -3.43335 -2.94088 0.047
H -0.30770 -5.20974 -2.79780 0.081
H -3.12704 1.95461 2.17469 0.068
H -2.99002 0.12242 2.00177 0.037
H -1.62367 1.16329 2.88743 0.051
H -2.94199 1.89333 -1.75754 0.086
H -2.82987 0.07116 -1.46416 0.071
H -4.65875 0.08321 0.23600 0.078
H -5.12382 1.20561 -1.15233 0.093
H -4.54599 1.99303 0.46938 0.072
C 1.49905 7.95858 2.61454 -0.234
C 1.77499 9.18731 3.48276 -0.216
C 0.58011 10.13075 3.33563 -0.222
S -0.83059 9.09661 2.96139 0.667
O -1.28317 9.40203 1.62371 -0.317
O -1.72658 9.08429 4.09563 -0.323
C 0.06285 7.55321 2.91690 -0.245
H 2.19849 7.14640 2.82696 0.105
H 1.59910 8.22391 1.55652 0.123
H 1.87461 8.87909 4.52907 0.120
H 2.70604 9.68309 3.19737 0.118
H 0.38880 10.68447 4.25598 0.108
H 0.71918 10.82597 2.50533 0.109
H -0.36629 6.89590 2.16045 0.097
H -0.01641 7.09276 3.90480 0.110
C -1.56771 -0.48003 6.51751 -0.228
C -2.79379 -0.45965 7.43164 -0.213
C -3.98417 -0.96414 6.61423 -0.219
S -3.30961 -2.06097 5.37274 0.664
O -3.52798 -1.47165 4.06940 -0.344
O -3.69310 -3.41978 5.67830 -0.312
C -1.59704 -1.83197 5.81716 -0.235
H -0.64106 -0.33882 7.07854 0.119
H -1.64354 0.32657 5.77974 0.108
H -2.62349 -1.12560 8.28418 0.123
H -2.98447 0.53986 7.82984 0.119
H -4.69448 -1.51298 7.23425 0.110
H -4.49308 -0.14540 6.10142 0.107
H -0.97239 -1.86720 4.92416 0.098
H -1.31963 -2.63636 6.50256 0.114
C -0.09216 -7.20962 -7.08897 -0.224
C -1.00463 -8.43154 -7.20641 -0.218
C -0.87038 -9.23092 -5.90932 -0.224
S -0.44042 -8.05013 -4.63638 0.652
O 0.89357 -8.34592 -4.16560 -0.321
O -1.56058 -7.89182 -3.73478 -0.339
C -0.35871 -6.62622 -5.70796 -0.246
H -0.28834 -6.47960 -7.87753 0.118
H 0.95474 -7.52136 -7.16873 0.122
H -2.04160 -8.10126 -7.33011 0.119
H -0.75021 -9.04400 -8.07486 0.118
H -1.80558 -9.72570 -5.64296 0.106
H -0.06576 -9.96612 -5.97397 0.108
H 0.42563 -5.94916 -5.36882 0.104
H -1.32952 -6.12572 -5.67280 0.109
```

---

2.
Here is a molecular structure, C26H33Cl3N8O2SSeSi2W from the OMol25 dataset. Energies are from ωB97M-V/def2-TZVPD.

Results
Charge ... 0
Energy above the lowest of the compared OMol25 structures with the same formula, charge and spin ... 1.3443 eV
LUMO level (alpha / beta) ... -1.7 / -1.7 eV
Kohn-Sham gap (alpha / beta) ... 5.5 / 5.5 eV
2S+1 ... 1

```
77
Properties=species:S:1:pos:R:3:lowdin_charge:R:1
W -0.05540 1.85162 -1.35821 1.050
N -2.42775 -0.40173 -4.53952 0.067
C -1.98448 0.46138 -3.57910 -0.840
S -0.45026 1.21389 -3.85061 0.590
N -2.77940 0.64636 -2.57189 -0.009
N -2.28256 1.49470 -1.57659 -0.157
C -3.23738 1.89387 -0.82487 -0.095
C -3.09894 2.59613 0.43136 -0.158
C -4.22088 2.73412 1.25550 -0.037
C -4.10719 3.25846 2.52538 -0.084
C -2.84866 3.66022 2.98585 -0.062
C -1.73290 3.55182 2.17938 0.006
C -1.85550 3.02429 0.89002 -0.322
O -0.78640 2.93390 0.11179 -0.374
H -1.94291 -0.41926 -5.41755 0.076
H -3.40599 -0.63815 -4.53435 0.095
H -4.23347 1.57601 -1.12005 0.130
H -5.18716 2.40524 0.88198 0.115
H -4.98049 3.35590 3.15928 0.101
H -2.74378 4.06727 3.98516 0.109
H -0.75733 3.87360 2.51986 0.103
Cl 1.82150 3.28578 -3.32303 0.182
Si -0.08438 4.04662 -2.49355 -0.628
Cl 0.48302 5.82158 -1.60016 0.248
Cl -1.19885 4.68296 -4.10593 0.206
C 2.88806 0.15250 1.79323 -0.124
Si 2.00888 2.31105 0.04234 0.449
C 2.04699 3.88441 1.03935 -0.222
C 3.78914 2.08195 -0.50106 -0.217
H 3.77098 0.74912 2.00936 0.066
H 3.14853 -0.59177 1.03040 0.082
H 2.61684 -0.38181 2.70279 0.069
H 2.93692 3.89837 1.67553 0.020
H 1.16453 3.96529 1.67676 -0.006
H 2.06485 4.75811 0.38214 -0.009
H 4.44865 2.31282 0.34127 0.033
H 4.01002 2.79531 -1.30407 0.023
H 4.03407 1.07963 -0.86184 0.014
C -1.17656 -5.99470 -0.43701 -0.068
C 0.32282 -5.77792 -0.29241 -0.199
N 0.72091 -4.36713 -0.36247 -0.048
C 1.10817 -3.71428 0.88519 -0.196
C -0.00819 -3.70581 1.91521 -0.070
C 0.82940 -3.83044 -1.60183 -0.421
O 0.58070 -4.47069 -2.61347 0.077
C 1.34763 -2.42305 -1.77793 -0.102
C 2.57515 -2.29643 -2.40899 0.017
C 3.02918 -1.03507 -2.71463 -0.017
C 2.24155 0.05153 -2.39273 -0.205
N 1.05759 -0.04802 -1.77946 -0.144
C 0.62140 -1.27909 -1.48976 -0.062
H -1.40674 -7.06084 -0.38031 0.078
H -1.51394 -5.62288 -1.40376 0.075
H -1.73148 -5.48265 0.35138 0.065
H 0.84512 -6.31192 -1.08350 0.119
H 0.67923 -6.15941 0.66480 0.116
H 1.42662 -2.69647 0.66610 0.099
H 1.97735 -4.23646 1.29623 0.125
H -0.88601 -3.18374 1.53278 0.070
H 0.32747 -3.19962 2.82191 0.077
H -0.30566 -4.72012 2.18823 0.070
H 3.14651 -3.18212 -2.66429 0.134
H 3.97353 -0.87531 -3.21841 0.122
H 2.55265 1.04594 -2.65938 0.019
H -0.37108 -1.35179 -1.07458 0.117
Se 1.95386 2.12697 4.32907 0.735
N 0.60493 1.07394 4.14611 -0.444
C 0.09281 0.49255 3.00230 -0.334
C -1.17227 -0.07421 3.22593 -0.008
C -1.99471 -0.39603 2.18204 -0.051
C -1.56154 -0.07081 0.90465 -0.144
N -0.37595 0.44106 0.61824 0.020
C 0.53561 0.62154 1.63559 -0.289
N 1.79071 0.97947 1.29223 -0.169
H -1.48871 -0.17878 4.25765 0.124
H -2.97807 -0.82029 2.33207 0.114
H -2.20095 -0.25845 0.05085 0.108
```

---

3.
Here is a molecular structure, C44H47Cl2N5P2S4V from the OMol25 dataset. Energies are from ωB97M-V/def2-TZVPD.

Results
Charge ... -2
Energy above the lowest of the compared OMol25 structures with the same formula, charge and spin ... 0.7831 eV
LUMO level (alpha / beta) ... 3.8 / 3.8 eV
Kohn-Sham gap (alpha / beta) ... 5.4 / 5.4 eV
2S+1 ... 4
<S²> ... 3.76

```
105
Properties=species:S:1:pos:R:3:lowdin_spin:R:1
V 0.17652 0.48757 -0.39231 2.728
C 2.34392 -2.28423 -2.95698 0.006
C 1.82357 -1.11525 -2.19702 0.036
N 1.00305 -1.20720 -1.20653 -0.001
N 0.50170 -2.34381 -0.72807 0.007
C 1.19649 -3.36475 -0.28280 -0.001
N 0.37349 -4.43518 -0.00864 -0.001
S 2.88256 -3.46490 0.07549 0.002
C 2.12046 0.28723 -2.57104 0.021
C 3.04576 0.60528 -3.56908 0.001
C 3.32174 1.92499 -3.85325 0.016
C 2.68805 2.91991 -3.12695 0.003
C 1.78736 2.53223 -2.15280 0.020
N 1.48521 1.26359 -1.88975 0.017
H 3.16514 -2.78113 -2.43150 0.002
H 2.64945 -2.00240 -3.96250 0.000
H 1.54300 -3.02633 -3.03180 0.001
H -0.60501 -4.17193 0.08850 0.000
H 0.74325 -5.04741 0.70889 0.000
H 3.54451 -0.19271 -4.09889 0.000
H 4.03526 2.17367 -4.62975 0.001
H 2.88746 3.97073 -3.28191 0.000
H 1.27746 3.27577 -1.55492 0.002
Cl -0.86688 -1.01446 1.82009 0.011
C -2.44211 -1.42915 2.51112 0.002
C -2.67158 -0.91316 3.77358 0.000
C -3.88454 -1.15555 4.40184 0.000
C -4.82415 -1.91771 3.72071 0.000
C -4.53303 -2.44102 2.47841 0.000
Cl -5.79990 -3.40834 1.74408 0.000
C -3.30869 -2.26918 1.78886 0.000
S -2.91950 -3.00453 0.29165 0.000
H -1.90036 -0.33462 4.25158 0.000
H -4.08897 -0.76142 5.38549 0.000
H -5.79228 -2.12764 4.15465 0.000
C -1.35065 2.46018 3.19224 0.000
C -1.61131 3.32423 1.97034 0.002
P -0.50057 2.90242 0.57459 0.019
C -1.33998 3.80255 -0.79674 0.003
C -1.59776 5.30337 -0.70970 0.000
C 1.02557 3.78617 1.09073 0.001
C 1.12806 5.30419 1.09287 0.000
H -1.95023 2.78874 4.04252 0.000
H -0.30162 2.48096 3.49176 0.000
H -1.60660 1.42864 2.98185 0.000
H -1.46361 4.38295 2.21065 0.000
H -2.64191 3.20837 1.61957 0.000
H -2.29617 3.26572 -0.85171 0.000
H -0.83536 3.55026 -1.73122 0.000
H -2.01139 5.59168 0.25618 0.000
H -2.32326 5.60002 -1.47127 0.000
H -0.70007 5.89527 -0.86998 0.000
H 1.86036 3.35631 0.52013 0.001
H 1.18999 3.40795 2.10805 0.000
H 1.30051 5.70368 0.09275 0.000
H 1.97435 5.60657 1.71010 0.000
H 0.24173 5.79636 1.49255 0.000
C -0.72432 0.31573 -5.68246 0.004
C -0.64973 -0.81865 -4.88711 0.000
C -0.97128 -0.75630 -3.53874 0.003
C -1.35198 0.44609 -2.94833 0.005
C -1.47332 1.57091 -3.77033 0.004
C -1.15426 1.51081 -5.11508 0.000
N -1.59365 0.52002 -1.55920 0.020
C -2.91304 0.64371 -1.21215 0.004
C -3.99243 0.55520 -2.11218 0.005
C -5.29935 0.68142 -1.67347 0.000
C -5.60504 0.90256 -0.33629 0.008
C -4.54671 0.98891 0.56149 0.000
C -3.23908 0.87288 0.13545 0.010
H -0.46513 0.26657 -6.73181 0.000
H -0.34387 -1.76281 -5.31713 0.000
H -0.94887 -1.64061 -2.91386 0.000
H -1.83141 2.49351 -3.33206 0.000
H -1.23938 2.40188 -5.72677 0.000
H -3.81292 0.34640 -3.15762 0.000
H -6.09824 0.58057 -2.39997 0.000
H -6.63015 0.96596 0.00018 0.001
H -4.73454 1.11828 1.62256 0.000
H -2.44503 0.90026 0.87350 0.004
S 3.00462 2.40957 3.89825 0.004
P 3.50239 1.42941 2.24216 0.006
S 2.22149 0.28698 1.21817 0.019
C 4.93273 0.33737 2.57982 -0.001
C 4.89399 -1.02784 2.33723 0.001
C 6.00214 -1.81455 2.62929 0.000
C 7.14762 -1.24648 3.15556 0.000
C 7.19084 0.12304 3.39568 0.000
C 6.08866 0.90602 3.11244 0.000
C 4.23828 2.59232 1.02314 0.001
C 4.41923 3.93777 1.30326 0.001
C 4.97508 4.78529 0.35304 0.000
C 5.36447 4.28873 -0.87926 0.000
C 5.18832 2.93902 -1.16456 0.000
C 4.62179 2.09973 -0.22395 0.001
H 4.01497 -1.47920 1.90010 0.000
H 5.95401 -2.87514 2.42845 0.000
H 8.00836 -1.86358 3.37894 0.000
H 8.08409 0.57684 3.80696 0.000
H 6.11540 1.97057 3.31602 0.000
H 4.10862 4.30691 2.27321 0.000
H 5.10143 5.83713 0.57888 0.000
H 5.80179 4.94738 -1.61902 0.000
H 5.47547 2.54271 -2.12928 0.000
H 4.45494 1.05458 -0.45328 0.001
```

---

4.
Here is a molecular structure, C2H5N5 from the OMol25 dataset. Energies are from ωB97M-V/def2-TZVPD.

Results
Charge ... 0
Energy above the lowest of the compared OMol25 structures with the same formula, charge and spin ... 5.9009 eV
LUMO level ... 0.1 eV
Kohn-Sham gap ... 9.3 eV
2S+1 ... 1

```
12
Properties=species:S:1:pos:R:3:lowdin_charge:R:1
C -0.78109 0.57407 0.15930 -0.582
C 0.37110 -0.96380 0.97301 -0.115
H -1.69539 2.48661 -0.02504 0.185
H -2.32160 1.11429 1.06560 0.110
H 1.00857 -1.64676 1.66356 0.152
H 1.98498 -0.47820 -2.18186 0.167
H 2.83545 0.07267 -0.25958 0.202
N -2.06901 1.26383 -0.05024 0.017
N -0.61940 -0.16679 1.28242 0.083
N 0.69867 -0.67180 -0.40080 -0.261
N 2.05116 -0.76234 -0.98612 -0.063
N 0.03114 0.44993 -0.85333 0.106
```